The following is a quantum chemistry calculation of a structure of composition C28H40B2BrN7O6Si2, from the OMol25 dataset.

```
! RIJCOSX wB97M-V def2-TZVPD def2/J DEFGRID3
* xyz 0 1
N 1.486 1.179 0.297
C 1.344 0.741 -1.089
C 2.042 -0.584 -1.304
O 2.147 -0.880 -2.698
C 1.426 -1.750 -0.554
Si -0.286 -2.210 -1.048
Br -1.052 -3.570 0.580
O -1.252 -0.926 -1.157
Si -2.929 -0.909 -1.167
B -3.548 0.974 -1.574
N -2.700 1.927 -2.262
O -4.790 1.378 -1.168
O -0.336 -3.153 -2.381
B -0.259 -2.650 -3.670
O 0.668 -3.155 -4.529
O -1.145 -1.712 -4.136
H 1.147 2.123 0.427
H 2.476 1.241 0.503
H 0.300 0.700 -1.382
H 1.836 1.437 -1.781
H 3.065 -0.461 -0.936
H 1.671 -0.208 -3.194
H 1.382 -1.484 0.503
H 2.046 -2.645 -0.613
H -3.397 -1.822 -2.235
H -3.490 -1.320 0.142
H -2.810 1.831 -3.266
H -2.945 2.868 -1.967
H -5.141 0.821 -0.470
H 1.301 -3.685 -4.045
H -0.687 -1.041 -4.640
N 2.772 -5.467 -0.209
C 3.589 -6.167 -0.991
C 3.331 -7.464 -1.406
C 2.158 -8.070 -0.985
C 1.297 -7.354 -0.170
C 1.649 -6.061 0.189
H 4.497 -5.660 -1.300
H 4.032 -7.984 -2.044
H 1.919 -9.080 -1.289
H 0.368 -7.783 0.179
H 0.997 -5.461 0.813
N 2.435 3.244 2.531
C 3.722 3.157 2.852
C 4.185 3.092 4.158
C 3.259 3.121 5.187
C 1.914 3.211 4.867
C 1.556 3.268 3.529
H 4.417 3.138 2.020
H 5.245 3.020 4.358
H 3.579 3.072 6.219
H 1.155 3.234 5.637
H 0.513 3.333 3.240
N 1.497 2.462 -4.538
C 1.167 3.603 -3.941
C 1.901 4.773 -4.065
C 3.042 4.754 -4.851
C 3.398 3.572 -5.477
C 2.595 2.457 -5.289
H 0.268 3.575 -3.333
H 1.583 5.673 -3.558
H 3.643 5.646 -4.972
H 4.281 3.509 -6.098
H 2.841 1.513 -5.763
N -2.933 4.137 -0.122
C -4.107 4.648 0.238
C -4.237 5.750 1.071
C -3.086 6.348 1.557
C -1.857 5.823 1.191
C -1.836 4.720 0.351
H -4.980 4.145 -0.163
H -5.217 6.125 1.329
H -3.145 7.209 2.209
H -0.933 6.256 1.547
H -0.896 4.277 0.040
N -4.091 -3.626 3.608
C -2.798 -3.816 3.858
C -2.287 -4.017 5.133
C -3.164 -4.020 6.204
C -4.513 -3.822 5.958
C -4.921 -3.631 4.646
H -2.141 -3.804 2.994
H -1.226 -4.168 5.276
H -2.804 -4.173 7.214
H -5.235 -3.816 6.762
H -5.969 -3.476 4.413
*
```

Its maximum force is 0.88 eV/A. Its total energy is -5128.79067 a.u. Its HOMO energy is -8.93 eV.

The following is a quantum chemistry calculation of the molecule C16H25N5O2, from the OMol25 dataset.

```
! RIJCOSX wB97M-V def2-TZVPD def2/J DEFGRID3
* xyz 0 1
C -3.130 -1.057 2.741
C -3.082 -2.462 2.153
C -3.298 -2.488 0.640
C -2.178 -1.803 -0.141
C -2.319 -2.034 -1.645
H -3.293 -1.675 -1.982
C -1.232 -1.310 -2.444
N 0.090 -1.725 -2.051
C 0.926 -0.952 -1.342
N 0.662 0.353 -1.248
C 1.548 1.049 -0.551
N 2.628 0.543 0.055
C 2.797 -0.761 -0.121
N 1.990 -1.557 -0.803
O 3.855 -1.362 0.411
C 4.749 -0.557 1.168
C 4.223 -0.280 2.570
H 3.310 0.306 2.508
H 4.009 -1.216 3.081
H 4.965 0.275 3.138
H 5.673 -1.140 1.210
H 4.926 0.385 0.639
N 1.378 2.385 -0.463
H 1.948 2.857 0.219
C 0.180 3.020 -0.961
C -1.037 2.668 -0.163
C -1.312 2.774 1.170
C -2.615 2.247 1.350
C -3.030 1.859 0.115
O -2.083 2.109 -0.804
H -3.944 1.418 -0.229
H -3.157 2.173 2.270
H -0.672 3.175 1.929
H 0.014 2.677 -1.985
H 0.346 4.101 -0.959
H 0.301 -2.712 -2.037
H -1.367 -1.507 -3.513
H -1.284 -0.234 -2.268
H -2.268 -3.106 -1.854
H -2.187 -0.730 0.054
H -1.215 -2.193 0.195
H -4.251 -2.009 0.403
H -3.364 -3.530 0.318
H -2.118 -2.919 2.386
H -3.858 -3.070 2.626
H -3.054 -1.099 3.825
H -2.309 -0.451 2.366
H -4.066 -0.568 2.480
*
```

Its maximum force is 0.91 eV/A. Its total energy is -1048.98910 a.u. Its HOMO energy is -8.53 eV. The structure (SMILES) is CCCCCCNc1nc(NCc2ccco2)nc(OCC)n1. The calculation puts the energy relative to the best compared isomer or geometry (same formula, charge and spin) at 104.7 kJ/mol.

no.,frontier orbital gap (eV)
1,9.5
2,9.4